Model one:
Formula: C43H70CsGeN3O6PS4Si
Source: the Open Molecules 2025 dataset
Level of theory: ωB97M-V with the def2-TZVPD basis set

Calculated values
Spin multiplicity = 2
Total charge = -2
Highest occupied orbital energy (spin up / spin down) = -0.0769 / -0.1000 Eh
<S²> = 0.7680

```
130
C43H70CsGeN3O6PS4Si ωB97M-V with the def2-TZVPD basis set
Cs 0.33399 -0.16618 0.47815
Ge 3.51982 -0.06082 0.08067
S -2.49071 5.10889 -3.94423
S -2.95398 3.51844 -1.53720
S -2.29699 0.80507 -3.64094
S -1.91665 2.85032 -5.69781
P -2.09986 1.70782 2.89494
Si -2.77668 -3.42865 0.54944
O 2.44322 -1.60448 0.32249
O 2.54009 0.96237 1.37855
O -1.48643 1.04673 1.71495
O -1.91369 5.36651 -6.50440
O 2.45919 0.56071 -1.34765
O -1.47658 -2.67012 1.01992
N -3.74859 1.74889 2.91446
N -1.63670 0.93086 4.28916
N -1.64150 3.28028 3.04753
C -4.54142 2.90320 2.47188
C -5.96796 2.41564 2.68343
C -1.46325 4.14541 1.86324
C -5.88735 0.96435 2.20804
C 2.10483 -2.21008 2.64813
C 1.96508 1.26216 -3.54583
C 1.83922 -3.84981 0.79038
C 1.99025 2.70298 2.87028
C -4.97348 -5.21464 4.36675
C -5.46370 -2.66072 -0.32453
C -3.79988 -0.95491 -0.49555
C -1.41164 -5.73262 -0.36944
C -1.22334 5.41625 3.89434
C -2.41301 0.95133 5.53267
C 2.66737 0.20167 -2.70730
C -1.79186 -3.87938 -1.97926
C -4.72047 -0.09505 -1.09072
C -4.13321 -2.26566 -0.12885
C -1.23386 3.93985 4.28500
C -4.08646 -3.40394 3.05081
C -2.65862 -0.52191 5.84096
C 4.15542 0.17191 -3.06420
C 2.04281 -1.16792 -2.98325
C -4.58679 -6.10161 3.37348
C 4.17291 2.75152 1.67061
C 2.04874 3.14080 0.40677
C -2.07612 4.59953 -5.57979
C -0.88280 -0.35869 4.20010
C -3.67667 -5.40204 -1.39319
C -1.33583 -1.16287 5.42853
C -4.71773 -3.85570 4.20108
C -0.77233 5.38709 2.43223
C -6.02307 -0.52930 -1.30118
C 2.69741 2.36101 1.56238
C 2.64076 -2.64358 1.27390
C -2.43632 -4.69300 -0.84408
C -3.95012 -5.63313 2.22330
C -3.68308 -4.27561 2.02387
C -2.57560 3.52817 -3.17005
C -6.40033 -1.80862 -0.90076
C -4.50700 0.49439 2.68231
C -2.29986 2.42286 -4.02755
C 4.11988 -3.01284 1.39729
H 0.31176 5.27139 2.37534
H -0.23637 3.61352 4.60022
H -2.42100 4.39997 1.40207
H -0.56934 6.00671 4.53847
H 2.08537 4.21943 0.59396
H -1.82264 1.40462 6.33961
H 4.70909 -2.18787 1.80562
H 1.00316 2.84141 0.27315
H -0.52591 -5.25140 0.04834
H 0.91077 1.32760 -3.26741
H -4.02148 -0.13844 1.93849
H -0.86477 3.64843 1.10274
H 2.21133 -4.17074 -0.18738
H -1.04581 6.28664 1.88138
H 1.02469 -2.03279 2.59408
H 2.04328 3.77710 3.07938
H 0.19538 -0.18809 4.22404
H -1.92601 3.73134 5.10471
H 2.42583 2.24004 -3.38026
H 4.24134 -3.88164 2.05231
H -4.38475 3.12447 1.40855
H -4.28868 3.79254 3.04901
H -2.23472 5.82706 3.96302
H 1.94799 -4.67758 1.49988
H 2.45599 2.16083 3.69875
H 4.63177 1.10972 -2.76576
H -6.68622 0.33309 2.59725
H 4.27846 0.04017 -4.14377
H 4.65799 2.15376 2.44698
H -3.32517 1.53517 5.40555
H -4.40685 0.89764 -1.40050
H -1.42610 -2.22276 5.19338
H 2.22145 -1.47810 -4.01804
H -3.38195 -6.11826 -2.17494
H 4.67928 -0.64278 -2.55780
H -6.21530 2.45931 3.74884
H -6.74331 0.12945 -1.77403
H -1.54761 -4.53721 -2.82612
H -4.37700 -4.69476 -1.84487
H 2.02123 1.02150 -4.61187
H 2.28422 -2.99516 3.38886
H -5.01247 -3.15069 4.97159
H -1.81389 -6.39967 0.39817
H -5.46840 -5.57530 5.26128
H -4.22150 -5.95840 -0.62506
H -5.93300 0.92294 1.11930
H 4.52403 -3.25448 0.41048
H -3.88965 -2.34033 2.93794
H -0.60842 -1.05485 6.23742
H 2.60424 -1.28869 2.96249
H -2.45621 -3.09298 -2.35085
H -1.09127 -6.35997 -1.21491
H -4.58224 -0.07135 3.61491
H -6.69756 3.00977 2.13153
H 2.57015 2.91421 -0.52398
H -2.91622 -0.70010 6.88668
H -0.86914 -3.39945 -1.64295
H -2.79807 -0.59555 -0.29976
H -7.42071 -2.14575 -1.05031
H -5.77603 -3.65643 -0.02005
H 2.45457 -1.92084 -2.30698
H 4.70239 2.57223 0.73191
H 0.93752 2.40888 2.81913
H -3.65774 -6.35368 1.46947
H 4.27191 3.81265 1.92258
H -4.77864 -7.16266 3.48999
H 0.77799 -3.59393 0.70528
H 0.96197 -1.12919 -2.82325
H -3.47055 -0.90159 5.21698
H -1.10879 -0.89450 3.27698
```

Here are the Löwdin charges for atoms 1 to 8, given in e: number 1, Cs, carries 1.39; number 2, Ge, carries 0.90; number 3, S, carries 0.90; number 4, S, carries 0.52; number 5, S, carries 0.56; number 6, S, carries 0.90; number 7, P, carries 0.53; number 8, Si, carries 0.38


Model two:
Formula: C43H70CsGeN3O6PS4Si
Source: the Open Molecules 2025 dataset
Level of theory: ωB97M-V with the def2-TZVPD basis set

Calculated values
Spin multiplicity = 2
Total charge = -2
Highest occupied orbital energy (spin up / spin down) = -0.0773 / -0.0952 Eh
<S²> = 0.7673

```
130
C43H70CsGeN3O6PS4Si ωB97M-V with the def2-TZVPD basis set
Cs -0.25507 -0.10537 0.15392
Ge -0.21018 -2.74118 2.44051
S 5.82304 -0.82484 -1.58624
S 3.37028 -0.16463 -3.04403
S 3.50672 2.81839 -1.28370
S 5.93310 1.67000 -0.08074
P -0.24230 4.10180 0.58935
Si -2.81982 0.98607 -3.05933
O 7.72342 -0.24830 0.14218
O -2.42267 0.59855 -1.58573
O 0.03359 2.75011 0.06858
O -1.54059 -2.47523 1.11662
O -0.10955 -0.91757 2.93497
O 1.20872 -2.51822 1.20090
N -1.78597 4.15762 1.17840
N -0.18021 5.33454 -0.51404
N 0.79808 4.56730 1.78164
C 0.78886 -3.69715 -0.87813
C -1.46943 1.97546 -3.97312
C 4.50707 0.31604 -1.92708
C 1.84791 -4.86132 1.07506
C 1.70416 -3.52445 0.33712
C 0.71686 6.80711 -2.08799
C -3.52316 -2.55323 -0.17415
C -0.15914 1.92918 -3.48678
C 0.89979 2.51340 -4.17424
C -0.64362 3.27615 -5.85387
C -4.33335 2.16434 -3.20308
C -0.23483 5.87331 -2.83513
C 3.08466 -3.05922 -0.12562
C -6.47001 2.94740 -4.08063
C -3.24916 -0.29582 -5.66681
C -2.62247 5.32905 1.37264
C -1.84111 -1.42703 -3.97009
C -6.41552 4.07630 -3.27698
C -2.60170 2.91627 1.16451
C -3.10255 -0.57154 -4.16809
C 0.40303 5.35492 2.94306
C -3.38093 -0.98216 1.73794
C -1.02879 5.18794 -1.71833
C -1.68949 2.67919 -5.16199
C 2.52283 4.32928 3.35781
C 0.65619 3.17796 -5.36803
C 6.70373 0.11988 -0.39808
C -4.30821 3.31508 -2.40611
C 2.23452 -0.19647 3.03457
C -3.48380 -3.45412 2.16277
C -5.44229 2.01017 -4.03964
C 1.72952 5.60125 3.65981
C 4.56465 1.53167 -1.19988
C 1.04691 -1.06084 5.05459
C -4.30125 -1.39424 -3.67785
C 0.35196 1.11006 4.02956
C 2.16008 4.02900 1.90459
C 1.09133 5.97778 -0.86674
C -2.94288 -2.36398 1.22948
C 0.87240 -0.30046 3.73414
C -4.04799 3.41338 1.28647
C -5.32569 4.25768 -2.43549
C -3.98458 4.87822 0.85291
H -1.70708 -1.69374 -2.92009
H -2.43243 2.35475 0.24355
H 1.14994 -4.50296 -1.52332
H 2.62023 -1.18430 2.78606
H -4.72327 2.82358 0.66694
H -4.57706 -3.45743 2.17804
H -3.45977 3.46206 -1.74408
H 1.47715 3.63092 -5.91318
H 2.36139 -5.59492 0.44766
H 0.01900 1.47506 -2.51831
H 1.90157 2.43925 -3.76822
H -4.46337 -0.98671 1.90282
H -5.27554 5.13960 -1.80581
H 0.76973 -2.77776 -1.46802
H -0.94239 -0.89613 -4.29678
H -0.29077 4.79619 3.58377
H 3.74414 -2.94352 0.73739
H -4.61587 -2.52530 -0.12198
H -3.38980 -1.24397 -6.20463
H -4.38856 3.34959 2.32325
H -4.22621 -1.59892 -2.60956
H -1.99699 5.67235 -1.55093
H 1.44965 -2.05726 4.86296
H -3.17862 -0.19015 1.00902
H 1.86378 5.24710 -1.13637
H -2.33703 2.26498 2.00212
H 1.58710 7.09252 -2.67960
H -2.21176 6.18440 0.83254
H 3.53354 -3.77307 -0.82129
H 3.00645 -2.09502 -0.63158
H -1.91616 -2.35474 -4.55371
H 2.18078 3.51806 4.00242
H -3.16685 -1.74483 -0.81540
H -0.83893 3.81266 -6.77682
H 0.86920 -5.26128 1.34919
H 0.24303 1.66875 3.09443
H -4.10125 0.34688 -5.90426
H -1.20707 4.13683 -1.95801
H -3.21257 -3.51813 -0.58141
H 2.84894 4.51959 1.21148
H -0.62762 1.04256 4.50822
H 1.45999 6.57251 -0.02936
H -5.25576 -0.89352 -3.85039
H 3.59692 4.44946 3.49768
H -3.11855 -3.29940 3.18077
H -0.88253 6.38900 -3.54439
H -7.21268 4.81056 -3.30503
H -3.12892 -4.42796 1.81903
H 0.19405 7.71538 -1.77236
H 1.72626 -0.53135 5.72801
H -2.69900 2.75968 -5.55643
H 2.94825 0.30802 3.69416
H -2.68813 5.60017 2.43679
H -2.88406 -0.74716 2.68230
H 1.59720 5.78881 4.72636
H 2.18173 2.96463 1.67045
H 2.18710 0.38125 2.10580
H -2.35373 0.18350 -6.06754
H 2.23361 6.46518 3.21817
H -0.09070 6.28655 2.65059
H -3.98530 4.94163 -0.23678
H 1.03442 1.65435 4.68771
H -4.33673 -2.35951 -4.20243
H 0.33410 5.12278 -3.38428
H -5.51487 1.14615 -4.68642
H 0.07520 -1.17326 5.54035
H 2.42405 -4.71065 1.99035
H -7.31587 2.79480 -4.74230
H -4.81210 5.47863 1.23506
H -0.22944 -3.91561 -0.55319
```

Here are the Löwdin charges for atoms 1 to 8, given in e: number 1, Cs, carries 1.13; number 2, Ge, carries 0.90; number 3, S, carries 0.91; number 4, S, carries 0.55; number 5, S, carries 0.57; number 6, S, carries 0.91; number 7, P, carries 0.52; number 8, Si, carries 0.39


model two wins, 108.7 kJ/mol ahead of the next structure.


Model one:
Formula: C8H12N4
Source: the Open Molecules 2025 dataset
Level of theory: ωB97M-V with the def2-TZVPD basis set

Calculated values
SMILES string = Cc1c[nH]cn1.Cc1c[nH]cn1
Highest occupied orbital energy = -0.3023 Eh

```
24
C8H12N4 ωB97M-V with the def2-TZVPD basis set
N -1.62569 -0.32642 -0.11365
N 1.37820 1.13236 -0.08802
N 3.30944 2.06602 0.45260
N -3.73124 -0.68807 -0.63694
C 1.97872 1.91908 0.73427
C -3.58221 -1.11538 0.65230
C -1.54052 -1.17828 2.23044
C -2.26919 -0.86207 0.96702
C 2.03718 -0.29465 -2.01676
C 3.55098 1.22591 -0.61756
C -2.51786 -0.25306 -1.06626
C 2.36883 0.64240 -0.93511
H -0.59303 -0.64640 2.22390
H 4.02600 2.19430 1.15197
H 1.76238 -1.28749 -1.67886
H 4.54128 0.91047 -0.90774
H 2.87065 -0.43478 -2.70956
H -2.32006 0.01057 -2.08919
H -4.32072 -1.61851 1.24948
H 1.18492 0.01493 -2.61759
H -2.07677 -0.86923 3.13220
H -1.41551 -2.25502 2.34240
H -4.54227 -0.71780 -1.22971
H 1.52650 2.43112 1.57036
```

Here are the Löwdin charges for atoms 1 to 8, given in e: number 1, N, carries 0.10; number 2, N, carries 0.11; number 3, N, carries 0.03; number 4, N, carries 0.03; number 5, C, carries -0.22; number 6, C, carries -0.08; number 7, C, carries -0.05; number 8, C, carries -0.37


Model two:
Formula: C8H12N4
Source: the Open Molecules 2025 dataset
Level of theory: ωB97M-V with the def2-TZVPD basis set

Calculated values
SMILES string = CC#N.CC#N.CC#N.CC#N
Highest occupied orbital energy = -0.4200 Eh

```
24
C8H12N4 ωB97M-V with the def2-TZVPD basis set
N 1.74537 -2.13892 -5.06627
N 4.34902 7.02053 9.29209
N 0.86265 1.69896 3.40564
N -4.38710 -4.01737 -2.06081
C 3.19076 6.79751 9.30190
C 1.28229 -1.78138 -7.64382
C 0.73742 1.20469 2.35913
C 1.74462 6.47155 9.19109
C 1.52121 -1.90538 -6.20692
C 0.53279 0.57895 1.03637
C -4.18448 -5.86427 -3.91797
C -4.29967 -4.78353 -2.88713
H 0.89514 1.24860 0.25638
H 0.76212 -0.83226 -7.77310
H -4.47534 -5.54573 -4.91898
H -0.45672 0.17616 0.82020
H 1.35239 6.73862 10.17238
H 1.25671 7.01775 8.38381
H 1.24056 -0.24986 1.02127
H -4.94615 -6.62248 -3.73610
H -3.21071 -6.35055 -3.97625
H 1.67159 5.38671 9.11440
H 0.57933 -2.53425 -8.00040
H 2.23620 -1.71406 -8.16690
```

Here are the Löwdin charges for atoms 1 to 8, given in e: number 1, N, carries 0.11; number 2, N, carries 0.11; number 3, N, carries 0.11; number 4, N, carries 0.12; number 5, C, carries -0.27; number 6, C, carries -0.08; number 7, C, carries -0.27; number 8, C, carries -0.07


model one wins, 171.4 kJ/mol ahead of the next structure.